# 1
C42H44BrN8O7Sr | the ωB97M-V functional and the def2-TZVPD basis

Each line ends with the Mulliken charge.
Geometry (Å):
Sr: 0.167 -0.876 -0.427  2.0969
O: -2.293 -3.665 -2.923  -0.7781
C: -1.630 -2.684 -2.607  -0.3309
O: -0.695 -2.639 -1.734  -0.6723
C: -1.895 -1.363 -3.377  0.4531
C: -0.597 -0.599 -3.697  0.5198
C: -0.815 0.367 -4.862  -1.0099
C: -1.683 1.463 -4.191  -0.9813
C: -1.768 0.946 -2.750  -0.1486
O: -0.474 0.324 -2.583  -0.5816
C: -2.737 -0.246 -2.656  0.0761
C: -3.167 -0.451 -1.187  -0.3427
O: -4.370 -0.516 -0.933  -0.8244
O: -2.226 -0.422 -0.321  -0.4093
H: -2.404 -1.651 -4.296  0.3848
H: 0.296 -1.217 -3.750  0.0032
H: 0.137 0.773 -5.204  0.3507
H: -1.308 -0.118 -5.704  0.3926
H: -1.192 2.435 -4.224  0.3417
H: -2.672 1.562 -4.638  0.3536
H: -1.903 1.706 -1.984  0.6275
H: -3.650 -0.049 -3.216  0.4496
C: 8.780 -1.211 -1.879  -2.1590
C: 7.933 -0.126 -1.212  2.0598
C: 8.488 0.112 0.200  -1.6757
C: 8.085 1.163 -2.031  -1.6729
C: 6.457 -0.514 -1.128  -0.5168
C: 5.544 0.368 -0.563  -0.3391
C: 4.214 0.018 -0.487  0.1817
Br: 2.975 1.256 0.276  -0.2783
C: 3.674 -1.197 -0.960  -0.2390
O: 2.407 -1.436 -0.888  -0.7369
C: 4.619 -2.099 -1.528  -0.4814
C: 5.956 -1.730 -1.597  0.4487
C: 4.108 -3.425 -2.093  2.2768
C: 3.108 -3.139 -3.226  -1.3004
C: 5.240 -4.278 -2.666  -2.4454
C: 3.411 -4.245 -0.993  -1.7088
H: 9.822 -0.886 -1.918  0.4394
H: 8.448 -1.405 -2.900  0.3924
H: 8.742 -2.149 -1.322  0.3852
H: 9.542 0.402 0.156  0.4462
H: 8.404 -0.796 0.801  0.3690
H: 7.939 0.904 0.711  0.3209
H: 9.137 1.457 -2.093  0.4455
H: 7.531 1.989 -1.583  0.3228
H: 7.707 1.019 -3.045  0.3696
H: 5.856 1.331 -0.178  0.4245
H: 6.651 -2.430 -2.035  0.5738
H: 3.597 -2.593 -4.036  0.3458
H: 2.275 -2.550 -2.849  -0.0236
H: 2.708 -4.074 -3.627  0.4599
H: 5.712 -3.799 -3.529  0.3702
H: 4.829 -5.231 -3.007  0.4646
H: 6.010 -4.490 -1.921  0.4447
H: 2.486 -3.766 -0.689  0.1818
H: 4.063 -4.351 -0.121  0.3582
H: 3.178 -5.246 -1.366  0.4929
C: -3.974 1.648 1.580  -0.6717
N: -2.526 1.658 1.614  1.3093
C: -1.720 0.664 1.963  0.0066
N: -0.456 0.966 1.698  -0.4872
C: -0.575 2.217 1.153  -0.2888
N: -1.804 2.667 1.081  -1.1966
C: -4.599 1.644 2.956  0.3502
C: -5.981 1.522 3.081  -0.8801
C: -6.578 1.507 4.332  -0.5753
C: -5.810 1.591 5.484  -0.9624
C: -4.431 1.704 5.364  -0.0040
C: -3.836 1.747 4.106  -0.1681
C: -3.571 1.729 6.546  0.5968
N: -3.883 1.778 7.795  -0.5542
N: -2.685 1.746 8.500  -0.5037
C: -1.746 1.684 7.621  0.6004
O: -2.231 1.671 6.356  -0.2314
C: -0.297 1.620 7.808  0.0048
C: 0.230 1.575 9.095  -0.9466
C: 1.602 1.535 9.267  -0.6757
C: 2.447 1.547 8.164  -0.7586
C: 1.926 1.584 6.877  0.8203
C: 2.852 1.602 5.683  -1.0964
N: 2.601 2.699 4.775  1.0860
C: 2.056 2.664 3.549  -0.1035
N: 1.968 3.881 3.056  -0.4694
C: 2.482 4.642 4.055  -0.2711
N: 2.873 3.974 5.120  -0.9729
C: 0.550 1.618 6.705  -0.2509
H: -4.290 0.774 0.998  0.2446
H: -4.265 2.538 1.025  0.3755
H: -2.085 -0.265 2.367  0.3452
H: 0.260 2.811 0.820  0.4271
H: -6.587 1.425 2.187  0.5076
H: -7.653 1.410 4.412  0.3827
H: -6.259 1.554 6.467  0.5010
H: -2.764 1.853 4.035  0.9430
H: -0.441 1.577 9.943  0.5146
H: 2.020 1.506 10.264  0.3878
H: 3.520 1.538 8.308  0.3690
H: 2.735 0.688 5.098  0.2258
H: 3.889 1.652 6.012  0.4450
H: 1.752 1.744 3.072  0.3705
H: 2.569 5.714 3.997  0.4527
H: 0.130 1.662 5.707  0.8345

As for the molecular weight: 940.4 g mol⁻¹. The total charge is -1. Its HOMO energy is -5.0645 eV. The energy relative to the best compared isomer or geometry (same formula, charge and spin) is 0.362 eV. Its total energy is -5196.62866 Ha. The orbital gap comes out at 6.56 eV.

---

# 2
C4H5NOS | the ωB97M-V functional and the def2-TZVPD basis

Each line ends with the Löwdin spin population.
Geometry (Å):
C: -0.891 -1.331 0.458  0.0661
C: 0.175 -0.599 -0.252  0.4071
C: 0.248 0.844 0.097  0.1550
C: -0.057 2.116 0.023  0.0341
N: -1.669 -2.198 0.010  0.2052
O: 2.773 0.227 -0.336  0.5054
S: 1.780 -0.025 0.666  0.5872
H: -0.817 -1.062 1.542  -0.0022
H: 0.325 -0.913 -1.269  0.0178
H: -1.468 -2.435 -0.893  0.0073
H: 0.559 2.783 0.410  0.0048
H: -0.958 2.593 -0.457  0.0123

As for the molecular weight: 115.2 g mol⁻¹. The total charge is 0. Its HOMO energy (spin up / spin down) is -5.3692 / -9.8784 eV. The energy relative to the best compared isomer or geometry (same formula, charge and spin) is 5.052 eV. Its expectation value of S² is 2.015. As for the spin multiplicity: 3. Its total energy is -683.30619 Ha. The orbital gap (spin up / spin down) comes out at 5.64 / 6.67 eV.

---

# 3
C33H31IN9O4RbS4 | the ωB97M-V functional and the def2-TZVPD basis

Each line ends with the Mulliken charge.
Geometry (Å):
Rb: 0.102 -0.139 -0.053  0.8336
O: -3.852 1.901 0.942  -0.3645
C: -4.887 1.825 0.097  -0.2249
C: -6.054 2.529 0.414  -0.6550
C: -7.147 2.493 -0.430  -0.2535
C: -7.101 1.753 -1.609  -0.8439
C: -5.946 1.054 -1.921  -0.0019
C: -4.829 1.072 -1.091  0.3003
C: -3.577 0.310 -1.432  0.1094
O: -2.596 0.407 -0.637  -0.4030
N: -3.642 -0.381 -2.554  -0.2313
N: -2.490 -1.106 -2.798  -0.3791
C: -2.479 -1.633 -3.944  0.1741
S: -1.113 -2.590 -4.531  -0.0364
C: -2.102 -3.411 -5.803  -0.6053
C: -3.000 -2.362 -6.435  -0.5281
S: -3.835 -1.455 -5.103  -0.1367
H: -3.114 1.369 0.499  0.3288
H: -6.064 3.102 1.334  0.4104
H: -8.042 3.047 -0.169  0.3388
H: -7.956 1.722 -2.274  0.3567
H: -5.875 0.465 -2.827  0.4506
H: -2.703 -4.210 -5.365  0.2557
H: -1.411 -3.844 -6.529  0.3418
H: -3.767 -2.814 -7.067  0.3353
H: -2.404 -1.676 -7.040  0.2578
N: -1.812 -1.105 3.363  -0.6387
C: -0.784 -1.929 3.393  0.3140
N: 0.171 -1.973 2.479  0.0181
C: 1.148 -2.870 2.807  -0.0769
C: 0.992 -3.580 3.954  -0.5358
S: -0.496 -3.103 4.712  -0.3553
C: 2.302 -3.011 1.900  0.0541
C: 3.098 -4.107 1.800  -0.5247
S: 4.331 -3.833 0.621  -0.2878
C: 3.648 -2.259 0.321  0.4990
N: 2.628 -1.969 1.057  -0.2047
N: 4.190 -1.394 -0.611  -0.5244
H: -1.629 0.165 2.683  0.0621
H: -2.419 -1.213 4.164  0.1402
H: 1.667 -4.298 4.390  0.3771
H: 3.001 -5.046 2.317  0.4143
H: 4.522 -1.901 -1.423  0.4104
H: 3.427 -0.807 -0.954  0.0457
O: -1.213 1.098 2.300  0.2597
C: -1.361 2.070 3.172  0.3404
C: -2.486 2.113 4.017  -0.5151
C: -2.659 3.122 4.939  -0.7209
C: -1.719 4.142 5.056  -0.7626
C: -0.615 4.120 4.223  -0.8006
C: -0.415 3.115 3.272  0.3142
C: 0.792 3.168 2.433  0.2409
N: 1.459 2.181 1.876  -0.2378
C: 2.566 2.744 1.298  -0.3478
C: 2.572 4.093 1.483  -0.7308
N: 1.431 4.357 2.206  -0.0301
H: -3.231 1.339 3.890  0.4372
H: -3.542 3.121 5.569  0.3655
H: -1.839 4.931 5.787  0.3565
H: 0.140 4.890 4.343  0.3661
H: 3.288 2.140 0.774  0.4930
H: 3.259 4.866 1.181  0.4373
H: 1.081 5.260 2.464  0.2290
N: 3.673 1.690 -3.264  -0.1809
C: 3.002 2.434 -2.356  0.6122
O: 2.077 2.031 -1.688  -0.3421
C: 3.427 3.891 -2.234  -1.2213
I: 5.405 4.107 -1.475  -0.0018
H: 3.406 0.714 -3.364  0.2169
H: 4.568 1.992 -3.605  0.1903
H: 2.762 4.365 -1.521  0.3365
H: 3.397 4.400 -3.194  0.5020
C: 3.041 -2.620 -5.077  -0.4287
C: 2.932 -3.379 -3.915  -0.3925
C: 2.305 -2.852 -2.789  -0.5636
C: 1.737 -1.556 -2.703  0.3501
C: 1.843 -0.868 -3.931  -1.3229
C: 2.477 -1.352 -5.079  -0.2118
H: 3.534 -3.015 -5.960  0.3354
H: 3.336 -4.390 -3.892  0.3625
H: 2.249 -3.509 -1.920  0.3105
H: 1.374 0.115 -4.017  0.4022
H: 2.513 -0.745 -5.981  0.3363

As for the molecular weight: 958.3 g mol⁻¹. The total charge is -2. Its HOMO energy is -1.6542 eV. The energy relative to the best compared isomer or geometry (same formula, charge and spin) is 0.000 eV. Its total energy is -3984.53463 Ha. The orbital gap comes out at 4.71 eV.